Entry 1:
{"formula": "C3H11N2", "method": "wB97M-V/def2-TZVPD", "homo_lumo_gap_ha": 0.407, "spin_multiplicity": 1, "homo_energy_ev": -15.0, "total_charge": 1, "lumo_energy_ev": -3.902, "e_tot_ha": -230.149737, "symbols": ["C", "C", "N", "H", "H", "H", "H", "H", "H", "C", "N", "H", "H", "H", "H", "H"], "coordinates": [[-1.59948, -1.11652, -0.64256], [-0.62756, 0.67422, -1.90366], [-0.53816, -0.16233, -0.96647], [-1.88393, -0.98455, 0.39814], [-1.20407, -2.12290, -0.76828], [-2.44044, -0.97196, -1.31235], [-1.50470, 0.70911, -2.54312], [0.17444, 1.37288, -2.10415], [0.38383, -0.19398, -0.24565], [1.07371, 0.84391, 1.74323], [1.40445, -0.24454, 0.79114], [0.06688, 0.72386, 2.13550], [1.11319, 1.77511, 1.17975], [1.76896, 0.90322, 2.57609], [2.32906, -0.06197, 0.41055], [1.48382, -1.14355, 1.25185]], "forces_ev_per_angstrom": [[0.262, -0.017, -0.234], [-0.137, 0.110, -0.355], [0.067, -0.050, 0.432], [-0.101, 0.053, -0.001], [-0.003, -0.028, 0.012], [-0.161, -0.012, 0.074], [-0.044, -0.028, 0.030], [0.136, -0.017, 0.113], [-0.144, -0.151, -0.149], [0.064, 0.055, -0.160], [0.208, 0.264, 0.024], [-0.031, -0.114, -0.034], [-0.024, 0.076, 0.159], [0.047, -0.021, 0.020], [-0.015, -0.054, -0.069], [-0.123, -0.068, 0.138]], "nbo_charge": [-0.435, 0.086, -0.406, 0.235, 0.239, 0.226, 0.207, 0.213, 0.439, -0.423, -0.813, 0.209, 0.208, 0.222, 0.396, 0.397]}



Entry 2:
{"formula": "C45H78BClN13O2", "method": "wB97M-V/def2-TZVPD", "homo_lumo_gap_ha": 0.320, "spin_multiplicity": 1, "homo_energy_ev": -12.6, "total_charge": 1, "lumo_energy_ev": -3.890, "e_tot_ha": -3108.675372, "symbols": ["C", "C", "C", "Cl", "N", "C", "N", "N", "B", "O", "O", "C", "C", "C", "C", "N", "C", "H", "H", "H", "H", "H", "H", "H", "H", "H", "H", "H", "H", "H", "H", "H", "C", "C", "C", "C", "N", "H", "H", "H", "H", "H", "H", "H", "C", "C", "C", "C", "N", "H", "H", "H", "H", "H", "H", "H", "C", "C", "C", "C", "N", "H", "H", "H", "H", "H", "H", "H", "C", "C", "C", "C", "N", "H", "H", "H", "H", "H", "H", "H", "C", "C", "C", "C", "N", "H", "H", "H", "H", "H", "H", "H", "C", "C", "C", "C", "N", "H", "H", "H", "H", "H", "H", "H", "C", "C", "C", "C", "N", "H", "H", "H", "H", "H", "H", "H", "C", "C", "C", "C", "N", "H", "H", "H", "H", "H", "H", "H", "C", "C", "C", "C", "N", "H", "H", "H", "H", "H", "H", "H"], "coordinates": [[1.16507, 3.21913, 3.75508], [0.94071, 2.23650, 2.58466], [-0.49472, 1.76746, 2.55919], [-0.95728, 1.12680, 0.92146], [-0.82490, 0.83567, 3.65345], [-2.12073, 0.31676, 3.56062], [-3.16548, 0.99375, 4.20341], [-2.41675, -0.76912, 2.93252], [-3.79682, -1.40999, 2.81734], [-4.89763, -0.70872, 2.49932], [-3.82776, -2.75266, 3.06119], [0.17681, -0.18053, 3.95603], [0.62905, -0.28477, 5.29340], [1.59504, -1.28863, 5.54725], [2.08847, -2.10416, 4.50754], [1.65126, -1.99683, 3.24032], [0.71854, -1.07246, 2.99953], [0.27991, 3.26248, 4.39246], [2.02403, 2.95811, 4.36638], [1.29710, 4.22405, 3.35316], [1.06704, 2.79431, 1.67132], [1.66519, 1.42624, 2.54756], [-1.12283, 2.65160, 2.68409], [-3.14011, 0.72167, 5.18967], [-2.88225, 1.97529, 4.22938], [-1.64052, -1.23672, 2.47342], [-4.71955, 0.22144, 2.31525], [-4.09341, -3.25745, 2.28475], [0.24409, 0.35462, 6.07718], [1.96620, -1.43847, 6.55404], [2.83945, -2.85117, 4.71440], [0.36326, -1.00433, 1.97213], [0.79564, 3.12205, -2.35794], [1.73655, 4.32111, -2.35245], [2.22684, 4.69360, -0.95573], [1.16221, 5.09593, -0.03806], [0.30760, 5.37993, 0.67602], [-0.11992, 3.33296, -1.79833], [0.50864, 2.86326, -3.37447], [1.27614, 2.25157, -1.91404], [1.23252, 5.17174, -2.81887], [2.61150, 4.10270, -2.95871], [2.95396, 5.50501, -1.02267], [2.74761, 3.84218, -0.53297], [4.75782, -0.73018, -4.22472], [4.73086, -1.06895, -2.73990], [3.62611, -0.33566, -1.97701], [3.80760, 1.11579, -1.99104], [3.95043, 2.25619, -2.01698], [4.96524, 0.32917, -4.38835], [5.53562, -1.30134, -4.72957], [3.80405, -0.96828, -4.70132], [5.70486, -0.84000, -2.30388], [4.57402, -2.14084, -2.61360], [3.60906, -0.67441, -0.93979], [2.65119, -0.58000, -2.40132], [-1.69250, -3.10525, -0.61454], [-1.11098, -4.46810, -0.97227], [0.27363, -4.69870, -0.35353], [1.24583, -3.74050, -0.88600], [2.00581, -2.98570, -1.30237], [-1.05884, -2.29853, -0.98644], [-2.68247, -2.97987, -1.05339], [-1.78689, -2.99636, 0.47239], [-1.04589, -4.56649, -2.05670], [-1.78803, -5.25160, -0.62900], [0.61886, -5.70895, -0.57700], [0.22986, -4.61556, 0.73447], [7.42290, -4.01883, 7.08376], [6.48491, -4.45239, 5.96357], [5.53081, -3.33788, 5.51960], [4.62217, -2.93134, 6.59349], [3.93832, -2.62195, 7.46214], [6.86965, -3.74672, 7.98374], [8.10219, -4.82918, 7.34480], [8.02487, -3.16042, 6.78046], [5.90993, -5.32319, 6.28359], [7.07189, -4.76395, 5.09840], [4.93989, -3.67938, 4.66744], [6.09732, -2.46777, 5.18266], [-0.76669, 4.74833, -7.38593], [-2.16357, 4.49592, -6.83095], [-2.14896, 4.01693, -5.37559], [-1.48275, 2.72467, -5.22560], [-0.95328, 1.71157, -5.11999], [-0.17111, 3.83427, -7.39491], [-0.82447, 5.11631, -8.40964], [-0.23760, 5.49478, -6.79018], [-2.67829, 3.76278, -7.45437], [-2.74643, 5.41687, -6.88287], [-3.17125, 3.92436, -5.00505], [-1.64847, 4.75260, -4.74217], [-8.28412, 2.60498, 5.15890], [-7.05516, 1.90794, 4.59534], [-6.37066, 1.00097, 5.62237], [-5.82823, 1.74623, 6.75635], [-5.37928, 2.32147, 7.64279], [-8.02299, 3.26604, 5.98852], [-8.76381, 3.21080, 4.39070], [-9.00283, 1.87624, 5.51220], [-6.34465, 2.65266, 4.22463], [-7.34884, 1.29730, 3.73858], [-5.55009, 0.46375, 5.14538], [-7.07732, 0.24830, 5.97620], [8.38270, -2.65289, -6.78455], [9.03031, -1.28039, -6.64455], [9.85185, -1.13315, -5.35825], [9.01847, -1.24524, -4.16339], [8.35490, -1.35775, -3.23394], [7.67536, -2.84347, -5.97607], [7.83470, -2.72188, -7.72320], [9.13641, -3.44323, -6.77386], [8.25874, -0.50896, -6.67850], [9.69069, -1.10223, -7.49480], [10.34962, -0.16212, -5.34519], [10.63632, -1.89104, -5.32066], [-11.91439, 3.83562, 2.86122], [-12.46961, 2.56936, 2.21992], [-12.70188, 1.44045, 3.22934], [-11.46002, 0.98489, 3.85195], [-10.48337, 0.63458, 4.34307], [-10.93813, 3.65660, 3.31424], [-11.79497, 4.62023, 2.11467], [-12.58564, 4.20934, 3.63624], [-11.79134, 2.22780, 1.43561], [-13.42035, 2.79641, 1.73560], [-13.16939, 0.58925, 2.73184], [-13.39181, 1.76850, 4.00880], [0.90094, -2.64834, -6.33916], [1.40988, -4.01597, -6.78184], [2.83390, -4.30448, -6.29689], [3.80834, -3.37435, -6.86342], [4.55891, -2.62365, -7.29905], [1.50986, -1.84344, -6.75281], [-0.12367, -2.49387, -6.67641], [0.91361, -2.55923, -5.25039], [1.36938, -4.08749, -7.87006], [0.74987, -4.79304, -6.39154], [3.12314, -5.32000, -6.57265], [2.87757, -4.24770, -5.20702]], "forces_ev_per_angstrom": [[-0.204, -0.058, -0.185], [0.098, 0.434, 0.209], [-0.197, 0.597, 0.202], [0.125, -0.078, 0.010], [0.405, -0.955, -0.859], [-0.258, 0.379, 0.528], [0.712, 0.465, -0.273], [-0.112, -0.008, 0.322], [-0.533, -0.523, 0.218], [0.606, 0.031, -0.149], [0.691, 0.488, -0.616], [0.883, -0.814, 0.836], [0.571, -1.208, -1.391], [-0.387, 0.360, -0.303], [-1.020, 1.119, 0.068], [-0.232, 0.276, 0.655], [-0.316, 0.447, 0.288], [0.105, -0.058, 0.173], [0.016, -0.022, 0.028], [0.099, -0.046, 0.093], [0.033, 0.111, -0.435], [-0.141, -0.154, 0.128], [-0.090, -0.096, -0.136], [-0.355, -0.146, -0.014], [-0.188, 0.043, 0.154], [0.053, -0.179, 0.158], [-0.228, 0.108, 0.088], [-0.467, -0.279, 0.267], [0.055, 0.024, -0.036], [0.044, 0.015, -0.078], [-0.040, -0.050, -0.037], [0.208, -0.010, -0.036], [-0.036, 0.163, 0.035], [-0.430, -0.026, -0.222], [0.166, 0.282, -0.194], [-0.068, -0.093, -0.094], [-0.015, -0.100, 0.108], [0.007, 0.008, 0.028], [0.026, -0.057, 0.008], [0.011, -0.050, 0.034], [0.034, 0.085, 0.104], [0.066, -0.013, 0.054], [-0.034, 0.024, 0.099], [0.123, -0.181, 0.153], [-0.015, -0.009, 0.053], [0.236, 0.020, -0.243], [0.097, -0.171, 0.096], [-0.002, 0.062, -0.077], [0.137, -0.228, 0.099], [-0.028, 0.003, 0.005], [-0.009, 0.004, -0.028], [0.004, 0.019, -0.029], [-0.030, -0.006, 0.059], [-0.085, 0.014, 0.091], [-0.052, 0.078, 0.008], [-0.022, 0.104, -0.006], [-0.006, 0.025, -0.055], [-0.167, 0.081, 0.099], [-0.203, -0.117, -0.210], [0.231, 0.003, 0.188], [-0.204, -0.123, 0.019], [-0.002, 0.032, 0.031], [0.002, 0.018, -0.002], [0.035, -0.029, 0.002], [0.033, 0.009, 0.002], [0.088, -0.071, 0.035], [0.087, 0.038, -0.027], [0.087, 0.126, -0.016], [-0.037, -0.010, -0.013], [0.189, -0.060, 0.189], [0.077, -0.215, -0.133], [0.233, 0.032, 0.011], [-0.117, 0.006, -0.057], [-0.007, 0.021, -0.011], [0.011, 0.011, 0.007], [0.003, 0.003, 0.011], [-0.063, 0.028, -0.041], [-0.064, 0.045, -0.060], [-0.053, 0.038, 0.019], [-0.039, 0.061, 0.080], [-0.033, -0.024, 0.004], [0.164, 0.065, -0.185], [-0.221, 0.146, -0.111], [0.006, 0.011, 0.033], [-0.038, -0.053, -0.023], [0.003, 0.002, 0.029], [0.019, 0.008, 0.002], [0.011, -0.007, -0.004], [-0.034, -0.031, 0.062], [-0.037, -0.019, 0.080], [0.026, -0.075, 0.049], [0.082, -0.069, 0.022], [0.216, 0.243, 0.165], [-0.126, 0.185, -0.095], [-0.106, -0.072, -0.332], [-0.025, -0.141, 0.072], [0.102, 0.053, -0.053], [0.068, 0.003, -0.034], [-0.030, -0.016, 0.004], [-0.059, -0.014, 0.038], [0.068, -0.041, 0.039], [0.016, -0.092, 0.061], [-0.003, -0.048, 0.046], [-0.002, 0.064, 0.132], [0.025, 0.026, -0.011], [-0.142, -0.166, -0.106], [0.027, 0.199, -0.277], [0.102, -0.116, 0.044], [-0.099, 0.040, 0.045], [0.006, 0.001, 0.007], [-0.032, -0.009, 0.021], [0.000, -0.003, 0.016], [0.036, 0.038, 0.048], [0.058, 0.040, 0.052], [-0.016, 0.005, 0.095], [-0.051, -0.054, 0.085], [-0.006, -0.027, -0.041], [0.104, 0.223, -0.001], [-0.155, 0.016, -0.255], [-0.071, -0.018, 0.103], [-0.108, -0.176, -0.172], [-0.012, -0.018, 0.033], [0.000, 0.014, 0.016], [0.015, 0.005, 0.011], [-0.021, -0.071, 0.014], [-0.032, -0.081, 0.026], [0.048, -0.060, 0.060], [0.077, -0.009, 0.078], [-0.003, -0.049, -0.028], [-0.164, 0.203, 0.020], [-0.180, -0.242, -0.068], [0.031, 0.030, 0.133], [0.048, 0.013, -0.061], [0.022, -0.005, 0.023], [-0.001, 0.025, 0.013], [0.012, 0.020, -0.001], [0.063, -0.039, 0.001], [0.068, -0.056, 0.011], [0.080, 0.029, -0.018], [0.073, 0.096, -0.001]], "lowdin_charge": [-0.060, -0.242, -0.612, 0.678, -0.018, -0.331, 0.187, 0.303, -0.673, 0.236, 0.205, -0.210, 0.040, -0.019, -0.101, 0.086, -0.119, 0.072, 0.078, 0.072, 0.073, 0.112, 0.114, 0.140, 0.126, 0.125, 0.117, 0.125, 0.121, 0.079, 0.079, 0.084, -0.111, -0.270, -0.200, -0.233, 0.142, 0.065, 0.037, 0.048, 0.109, 0.085, 0.124, 0.084, -0.107, -0.262, -0.215, -0.195, 0.181, 0.075, 0.050, 0.063, 0.092, 0.096, 0.102, 0.098, -0.106, -0.250, -0.178, -0.205, 0.189, 0.073, 0.078, 0.055, 0.115, 0.110, 0.122, 0.118, -0.105, -0.257, -0.191, -0.237, 0.166, 0.073, 0.076, 0.079, 0.114, 0.111, 0.107, 0.127, -0.107, -0.260, -0.189, -0.242, 0.151, 0.073, 0.074, 0.076, 0.112, 0.109, 0.118, 0.118, -0.122, -0.262, -0.196, -0.243, 0.148, 0.078, 0.062, 0.032, 0.106, 0.103, 0.074, 0.129, -0.113, -0.259, -0.191, -0.227, 0.155, 0.060, 0.068, 0.075, 0.111, 0.108, 0.117, 0.121, -0.101, -0.258, -0.184, -0.202, 0.162, 0.053, 0.075, 0.081, 0.111, 0.109, 0.120, 0.124, -0.108, -0.261, -0.190, -0.232, 0.163, 0.073, 0.072, 0.069, 0.112, 0.105, 0.117, 0.116]}